A molecular structure, C45H52InN3O10PSi, computed with ωB97M-V with the def2-TZVPD basis set.

```
113
Properties=species:S:1:pos:R:3:forces:R:3
In -0.02364 0.38165 0.53827 0.3767 0.1446 -0.0785
O 3.27407 2.59516 -3.75135 -0.0527 0.0754 0.0319
C 3.89532 1.42500 -3.53917 0.0228 -0.0702 0.0580
C 5.03699 1.15447 -4.29621 -0.0103 -0.0037 -0.0301
C 5.72040 -0.03445 -4.13605 -0.0138 0.0658 0.0253
C 5.27533 -0.98841 -3.22617 0.0800 -0.0568 0.0034
C 4.15497 -0.72380 -2.46560 -0.0209 -0.0276 -0.0517
C 3.45427 0.47810 -2.59429 0.0710 -0.0879 0.0203
C 2.30685 0.71207 -1.68782 -0.2991 0.2141 0.0950
O 1.95425 -0.16368 -0.86633 -0.4308 -0.0025 0.1383
N 1.70199 1.90809 -1.79828 0.3987 0.1267 -0.6013
N 0.75334 2.08944 -0.88329 -0.6194 0.1442 0.5328
C 0.12682 3.20285 -0.84680 0.3446 -0.0658 -0.3703
C -0.81845 3.47720 0.22116 -0.3523 0.2223 0.3477
C -1.50855 4.68642 0.28400 0.1263 -0.0982 -0.0718
C -2.37830 4.90504 1.33761 0.0285 -0.1005 0.0390
C -2.54101 3.91516 2.29396 -0.0718 0.1144 -0.0106
C -1.82068 2.73743 2.15776 -0.0488 0.0101 0.0679
N -0.97599 2.53805 1.15852 -0.0394 -0.3157 -0.1732
H 2.52916 2.64347 -3.09330 0.0318 0.0015 0.0039
H 5.36681 1.90582 -5.00188 -0.0022 0.0029 0.0008
H 6.61829 -0.21378 -4.71505 -0.0240 -0.0238 -0.0417
H 5.80920 -1.92153 -3.10430 -0.0184 -0.0034 0.0159
H 3.80035 -1.45264 -1.74902 -0.0115 0.0430 0.0699
H 0.32422 3.96911 -1.59335 0.0557 0.0252 0.0470
H -1.36051 5.43185 -0.48634 0.0139 -0.0095 -0.0092
H -2.92464 5.83665 1.40875 -0.0162 -0.0055 0.0048
H -3.22253 4.04989 3.12211 0.0184 -0.0589 0.0220
H -1.92638 1.92216 2.86327 0.0155 -0.0121 -0.0091
O 2.06687 0.03741 4.04383 -0.0989 0.0369 -0.1992
C 1.26205 0.09806 3.13460 0.2552 0.0261 0.3695
O 1.38274 0.85700 2.08550 -0.2260 -0.1796 -0.4453
C -0.03762 -0.77881 3.20340 -0.0548 -0.1775 0.4744
O -0.30247 -1.35965 4.23887 -0.0276 0.0933 -0.2430
O -0.76200 -0.81190 2.12669 -0.0693 0.2645 -0.2419
C -4.36126 2.65768 -0.96335 0.2260 -0.2879 0.0143
C -4.94033 1.47013 -1.72064 -0.0951 0.0743 -0.3167
C -4.70961 1.67897 -3.21951 0.0506 -0.1015 0.1493
C -6.43982 1.35674 -1.43373 0.2181 -0.0705 0.0212
O -4.30939 0.24504 -1.37571 -0.1127 0.0557 0.3004
Si -3.24527 -0.22511 -0.18439 -0.2903 0.0474 -0.3196
O -1.79026 0.30809 -0.57400 0.6224 -0.1085 0.2858
O -3.42873 -1.85110 -0.11417 0.0648 -0.1651 -0.0949
C -3.19475 -2.87678 -1.07687 -0.0578 -0.2612 -0.1212
C -4.24942 -2.80265 -2.18478 0.0834 0.1434 0.2365
C -3.33324 -4.19701 -0.31785 -0.0017 0.2209 0.0712
C -1.78724 -2.74526 -1.65424 -0.3336 0.2120 0.2326
O -3.74239 0.33045 1.27898 -0.1203 0.0014 0.0112
C -4.60022 -0.23908 2.27869 -0.1792 -0.0746 0.3180
C -5.12733 0.94604 3.08875 0.1084 -0.0380 -0.1462
C -3.78944 -1.17989 3.16805 0.0525 0.1693 -0.2190
C -5.78286 -1.01635 1.68601 0.2644 0.1234 -0.1521
H -4.85582 3.58480 -1.25737 0.0193 0.0120 0.0000
H -3.29594 2.71774 -1.18584 0.0829 0.1558 0.0174
H -4.47114 2.50338 0.10669 -0.0381 0.0805 0.1769
H -5.18832 2.59997 -3.55764 0.0004 0.0017 -0.0401
H -5.11043 0.83702 -3.78634 -0.0140 0.0040 0.0017
H -3.63636 1.74276 -3.40574 -0.0099 0.0005 -0.0544
H -6.97358 2.21132 -1.85473 -0.0206 -0.0157 -0.0050
H -6.60602 1.34340 -0.35764 -0.0653 -0.0275 0.0727
H -6.83561 0.43406 -1.86029 -0.0105 0.0216 -0.0291
H -5.24197 -2.94080 -1.75093 -0.0205 -0.0244 -0.0372
H -4.07594 -3.57014 -2.94124 0.0174 -0.0209 0.0144
H -4.22152 -1.81618 -2.64257 -0.0059 -0.0046 -0.1318
H -4.35326 -4.30382 0.05581 -0.0130 -0.0168 -0.0014
H -2.65530 -4.19684 0.53628 -0.1286 -0.0201 -0.0384
H -3.10091 -5.04376 -0.96611 -0.0022 -0.0272 -0.0116
H -1.71622 -1.83827 -2.25725 0.0643 -0.0286 -0.0754
H -1.52044 -3.61364 -2.25787 0.0124 0.0042 -0.0029
H -1.08087 -2.64051 -0.82882 -0.0142 -0.0499 -0.0712
H -4.29046 1.48587 3.53540 -0.0236 0.0205 0.0143
H -5.78848 0.60280 3.88542 0.0081 -0.0010 0.0314
H -5.68044 1.63173 2.44142 -0.0044 -0.0051 0.0090
H -3.00858 -0.64392 3.70523 0.0543 -0.0265 0.0104
H -3.30211 -1.92027 2.53576 0.0426 -0.0790 0.0861
H -4.43696 -1.68420 3.88881 -0.0289 0.0244 -0.0038
H -6.27581 -0.44378 0.90318 -0.0745 0.0917 -0.0473
H -6.50838 -1.23930 2.46968 0.0209 -0.0110 0.0218
H -5.42689 -1.94520 1.24754 -0.0484 -0.0698 -0.0185
C 1.64008 -4.84967 -3.55199 0.0082 -0.0267 -0.0185
C 1.32471 -3.50110 -3.51626 0.0260 -0.0033 -0.0339
C 1.24487 -2.83947 -2.29969 0.1329 -0.0128 0.0599
C 1.49742 -3.50183 -1.09828 -0.0741 0.0783 -0.0456
C 1.76756 -4.87020 -1.14919 -0.0389 0.0372 -0.0254
C 1.84708 -5.53503 -2.36344 -0.0129 -0.0579 0.0236
P 1.43410 -2.52040 0.47490 0.2687 -0.5779 -0.0602
C 3.23526 -2.46594 0.89614 -0.0180 0.1764 -0.0385
C 4.06233 -3.58655 0.82739 0.0438 0.0056 -0.0021
C 5.39506 -3.50494 1.19848 0.0107 -0.0714 -0.0487
C 5.92444 -2.30200 1.64662 -0.0215 0.0293 -0.0013
C 5.11612 -1.17887 1.70295 0.0970 -0.0367 0.0812
C 3.78326 -1.25971 1.32591 -0.1399 -0.0060 -0.0496
C 0.87416 -3.82368 1.63782 -0.0951 0.0947 0.0242
C 1.40375 -3.93065 2.92057 -0.0307 0.0381 -0.0536
C 0.88427 -4.85579 3.81447 0.0158 -0.0739 0.0198
C -0.16890 -5.67556 3.44094 -0.0480 -0.0023 0.0455
C -0.73266 -5.54563 2.17859 0.0290 -0.0056 -0.0012
C -0.21588 -4.62103 1.28733 0.0652 0.0556 0.0277
H 1.71125 -5.37190 -4.49827 -0.0188 0.0097 -0.0058
H 1.12960 -2.96279 -4.43559 0.0065 0.0169 0.0125
H 0.96606 -1.79740 -2.27393 0.0542 0.1120 -0.0110
H 1.88515 -5.43145 -0.23182 0.0300 -0.0093 0.0122
H 2.06145 -6.59686 -2.38126 0.0066 0.0013 0.0127
H 3.67498 -4.53210 0.47557 -0.0116 -0.0147 0.0500
H 6.02515 -4.38431 1.13633 -0.0181 -0.0110 0.0117
H 6.96158 -2.24753 1.95439 0.0068 0.0176 -0.0251
H 5.51414 -0.23805 2.06074 -0.0241 0.0173 -0.0235
H 3.16356 -0.37638 1.36658 -0.0205 0.0636 0.0618
H 2.20538 -3.27157 3.23180 0.0247 -0.0283 0.0157
H 1.29856 -4.93244 4.81162 0.0096 0.0429 -0.0038
H -0.56849 -6.40077 4.13927 0.0006 0.0168 0.0141
H -1.58006 -6.15838 1.89464 0.0028 0.0030 -0.0202
H -0.66417 -4.50347 0.30782 0.1017 -0.1194 0.0460
```
Forces are in eV/Å.

Summary:
* HOMO energy: -5.90 eV
* lowest unoccupied orbital energy: 1.577 eV
* total charge: -1
* electronic energy: -94806.403 eV
* orbital gap: 7.482 eV

Löwdin atomic charge list, values in e, 99 entries: 0.8490, 0.0409, -0.2745, -0.0261, -0.0928, -0.0900, -0.0139, -0.0605, -0.3995, -0.1168, 0.0454, -0.0161, -0.0505, -0.2547, -0.0205, -0.0601, -0.0434, -0.0844, 0.0939, 0.0621, 0.1104, 0.0976, 0.0975, 0.1030, 0.1328, 0.1131, 0.1072, 0.1057, 0.1235, 0.0672, -0.5731, -0.1115, -0.5693, 0.0685, -0.1254, -0.0320, -0.6449, -0.0309, -0.0282, -0.1031, 0.0406, -0.2581, -0.0923, -0.6170, -0.0238, -0.0242, -0.0321, -0.1010, -0.6154, -0.0306, -0.0166, -0.0235, 0.0916, 0.0801, 0.0731, 0.0798, 0.0830, 0.0884, 0.0817, 0.0674, 0.0884, 0.0868, 0.0855, 0.0705, 0.0842, 0.0599, 0.0902, 0.0938, 0.0962, 0.0543, 0.0694, 0.0829, 0.0804, 0.0780, 0.0835, 0.0894, 0.0680, 0.0849, 0.0738, -0.0963, -0.0802, -0.1214, -0.3382, -0.1041, -0.0846, 1.1562, -0.3394, -0.0875, -0.0913, -0.0951, -0.0641, -0.0827, -0.3470, -0.0755, -0.0751, -0.0936, -0.0856, -0.1127, 0.0961